{"formula": "C4H16O4", "method": "ωB97M-V with the def2-TZVPD basis set", "homo_energy_ev": -8.984, "e_above_lowest_ev": 1.0827, "orbital_gap_ev": 9.527, "smiles": "C=C(C)C.O.O.O.O", "e_lumo_ev": 0.544, "e_tot_ha": -462.92217, "symbols": ["C", "C", "C", "C", "H", "H", "H", "H", "H", "H", "H", "H", "O", "H", "H", "O", "H", "H", "O", "H", "H", "O", "H", "H"], "xyz": [[-0.784, -3.184, 2.658], [0.044, -3.376, 1.631], [0.692, -2.212, 0.956], [0.455, -4.767, 1.269], [-1.283, -3.998, 3.152], [-0.992, -2.186, 3.030], [1.739, -2.362, 0.664], [0.668, -1.325, 1.585], [0.240, -2.013, -0.021], [1.519, -4.934, 1.117], [0.059, -5.003, 0.269], [0.053, -5.541, 1.915], [2.671, 4.560, -1.033], [2.342, 4.019, -1.761], [3.609, 4.352, -0.960], [-0.819, 2.419, -3.345], [-0.022, 2.961, -3.361], [-1.279, 2.587, -4.172], [0.295, 4.904, -2.372], [-0.431, 4.377, -2.018], [0.911, 5.112, -1.657], [-2.995, 1.556, 0.756], [-2.752, 2.415, 1.121], [-3.937, 1.639, 0.578]], "atomic_forces_ev_per_a": [[0.1, 0.4, -0.3], [0.5, -0.2, 1.4], [0.5, 0.1, -0.8], [-0.5, -0.5, -1.6], [0.0, -0.3, 0.2], [-0.1, 0.0, -0.2], [0.0, -0.4, 0.4], [-0.2, 0.1, -0.1], [-0.4, 0.2, 0.2], [0.2, 0.3, 0.4], [-0.1, 0.0, 0.0], [0.0, 0.1, 0.3], [0.1, -0.2, -0.1], [0.2, -0.1, 0.0], [-0.1, 0.1, 0.0], [0.0, -0.1, 0.2], [-0.1, 0.1, -0.2], [0.1, 0.1, 0.0], [0.1, -0.1, -0.3], [0.1, 0.1, 0.2], [-0.4, 0.1, 0.1], [0.0, 0.2, 0.1], [0.0, -0.1, 0.0], [0.0, -0.1, 0.0]]}